The following is a quantum chemistry calculation of a structure of composition C44H60Cl2N6OPTi, from the OMol25 dataset.

The geometry in XYZ format:
```
115
Properties=species:S:1:pos:R:3:lowdin_charge:R:1
Ti -0.612 1.175 -0.187 0.95
Cl -3.223 -0.078 -0.171 0.64
Cl -3.630 -0.387 2.739 0.65
P 0.679 -1.969 0.457 0.91
O -0.232 -0.782 0.023 -0.46
N -2.775 3.311 -3.412 -0.02
N -1.494 2.515 -1.598 -0.05
N 1.075 1.372 -1.445 0.01
N -2.504 1.048 -3.044 0.06
N 0.732 1.818 1.081 -0.06
N -1.793 2.412 1.316 0.02
C 4.216 3.163 0.539 -0.04
C -0.492 -3.254 -3.134 -0.18
C -1.080 2.458 2.483 -0.15
C 3.323 2.269 -1.494 -0.15
C 0.607 -1.737 4.421 -0.18
C -3.664 3.350 2.466 -0.03
C 0.030 -3.035 5.000 -0.17
C -2.988 3.314 3.654 0.02
C 0.556 -3.820 2.648 -0.18
C 3.378 1.966 -2.869 0.03
C -4.126 -0.903 1.155 -0.89
C 1.157 1.128 -2.737 -0.11
C 4.766 -3.088 0.147 -0.18
C -0.259 -4.086 3.914 -0.17
C -3.711 3.027 -4.503 -0.12
C 0.518 -3.287 -0.769 -0.31
C 4.386 2.893 -0.781 -0.02
C 0.295 2.090 2.397 -0.22
C -3.028 2.859 1.314 -0.16
C 1.987 2.195 0.590 -0.22
C 3.880 -3.272 1.372 -0.19
C 1.014 2.010 3.555 -0.02
C 2.368 -1.342 0.627 -0.31
C -1.878 -2.957 -2.566 -0.17
C 0.604 -2.710 -2.220 -0.17
C 3.226 -1.948 1.750 -0.17
C -2.499 4.707 -3.076 -0.12
C -2.243 2.324 -2.668 -0.37
C -0.013 -1.356 3.077 -0.17
C 0.023 -2.512 2.031 -0.34
C 2.305 1.389 -3.495 -0.02
C 0.419 2.351 4.803 -0.04
C 2.148 1.931 -0.809 -0.17
C -1.655 2.847 3.695 -0.14
C -0.870 2.779 4.880 -0.01
C -1.105 4.799 -2.503 -0.14
C -3.291 0.625 -4.203 -0.16
C -3.320 1.750 -5.216 -0.14
C 3.949 -2.555 -1.024 -0.18
C 3.019 2.821 1.231 0.01
C -1.023 3.891 -1.295 -0.20
C -2.020 -3.450 -1.112 -0.18
C -0.760 -4.147 -0.616 -0.18
C 3.195 -1.269 -0.679 -0.16
H 3.256 -3.337 -1.349 0.09
H -2.069 0.314 -2.508 0.06
H 0.272 0.716 -3.213 0.11
H 2.584 -0.951 -1.524 0.09
H -1.319 -4.063 3.638 0.12
H 4.596 -2.356 -1.880 0.12
H -2.334 1.872 -5.670 0.13
H -0.898 -4.482 0.409 0.10
H 0.741 -3.442 5.720 0.12
H -2.237 -2.605 -0.456 0.05
H -0.066 -5.090 4.290 0.12
H 5.247 -4.027 -0.129 0.12
H 5.005 3.655 1.092 0.12
H 5.570 -2.385 0.388 0.12
H -1.307 3.072 5.825 0.12
H 0.456 -0.451 2.691 0.08
H 0.491 -1.623 -2.198 0.08
H 3.930 -0.473 -0.526 0.12
H -3.549 2.812 0.363 0.11
H 4.450 -3.656 2.218 0.12
H 1.692 -1.832 4.331 0.10
H -2.825 -0.272 -4.610 0.12
H 0.446 -0.910 5.115 0.11
H -2.647 -3.397 -3.200 0.12
H -4.677 3.719 2.399 0.12
H 5.299 3.156 -1.298 0.12
H 1.379 -3.932 -0.569 0.11
H 2.660 -2.019 2.677 0.07
H -0.364 -4.329 -3.282 0.12
H 1.589 -2.909 -2.640 0.11
H 4.024 -1.221 1.942 0.13
H -2.863 -4.137 -1.022 0.12
H 0.472 -4.656 1.953 0.11
H -2.603 5.290 -3.990 0.13
H -1.016 -2.708 1.732 0.11
H 2.934 3.080 2.276 0.10
H 1.615 -3.733 2.895 0.10
H -1.060 -1.085 3.241 0.07
H -3.238 5.082 -2.360 0.14
H -5.164 -0.640 0.986 0.04
H 2.121 -0.317 0.930 0.10
H 1.018 2.286 5.702 0.12
H 0.008 3.838 -0.934 0.11
H 4.274 2.203 -3.431 0.13
H -4.030 1.528 -6.010 0.13
H -3.944 -1.964 1.026 0.03
H -2.047 -1.873 -2.602 0.08
H 2.045 1.685 3.536 0.12
H -3.461 3.656 4.566 0.13
H -0.592 -5.059 -1.192 0.13
H -0.384 -2.805 -4.123 0.12
H -3.690 3.884 -5.174 0.13
H 2.316 1.152 -4.549 0.12
H 3.116 -4.029 1.152 0.11
H -4.729 2.948 -4.109 0.14
H -1.615 4.312 -0.480 0.11
H -4.305 0.363 -3.891 0.13
H -0.882 -2.826 5.562 0.11
H -0.379 4.499 -3.263 0.13
H -0.877 5.825 -2.212 0.13
```

Spin multiplicity: 2
Maximum force, hartree/bohr: 0.02190
E_LUMO (alpha / beta), eV: -5.18 / -5.08
Highest occupied orbital energy (alpha / beta), eV: -12.34 / -12.35
Total charge: +2
Gap between HOMO and LUMO (alpha / beta), eV: 7.168 / 7.264
Energy relative to the best compared isomer or geometry (same formula, charge and spin), eV: 0.000
<S²>: 0.753